Entry 1:
DFT (ωB97M-V/def2-TZVPD) results for a structure of composition C50H56BCsN15O3.

```
126
Properties=species:S:1:pos:R:3:mulliken_charge:R:1
Cs 0.09 1.33 1.13 1.32
C 1.34 3.23 -3.14 -0.90
C 0.17 3.02 -2.37 0.16
N 0.03 3.41 -1.14 -0.16
C 1.06 4.05 -0.52 0.31
C 2.28 4.30 -1.20 1.54
C 2.38 3.87 -2.54 -0.81
C 3.35 4.95 -0.55 -1.11
C 3.18 5.33 0.76 -0.94
C 1.99 5.12 1.45 -0.66
C 0.88 4.49 0.86 -0.18
N -0.26 4.14 1.48 -0.12
C -0.73 4.77 2.59 -0.36
C -0.54 6.11 2.92 -0.55
C -1.13 6.70 4.05 -0.74
C -1.93 5.98 4.90 -0.95
C -2.18 4.62 4.61 1.28
C -3.00 3.81 5.43 -0.82
C -3.23 2.51 5.10 -0.74
C -2.63 2.00 3.94 -0.30
N -1.86 2.71 3.16 0.32
C -1.61 4.01 3.47 -0.16
H 1.39 2.89 -4.16 0.41
H -0.67 2.49 -2.82 0.22
H 3.31 4.06 -3.08 0.38
H 4.28 5.12 -1.08 0.34
H 4.00 5.80 1.29 0.35
H 1.92 5.43 2.48 0.59
H 0.07 6.72 2.27 0.51
H -0.95 7.75 4.24 0.34
H -2.37 6.43 5.78 0.35
H -3.45 4.25 6.32 0.37
H -3.86 1.87 5.71 0.42
H -2.79 0.97 3.65 0.42
C -5.64 1.29 -2.18 -1.18
N -4.54 0.81 -1.37 0.87
C -3.25 1.20 -1.40 -0.40
N -2.56 0.53 -0.50 0.07
C -3.49 -0.28 0.07 -0.50
N -4.71 -0.15 -0.43 -1.01
C -5.54 0.94 -3.64 0.76
C -6.17 1.77 -4.56 -0.82
C -6.13 1.49 -5.92 -0.68
C -5.44 0.37 -6.37 -0.82
C -4.82 -0.46 -5.45 0.13
C -4.86 -0.18 -4.09 -0.09
C -4.12 -1.64 -5.97 0.53
N -4.25 -2.14 -7.15 -0.47
N -3.40 -3.24 -7.19 -0.49
C -2.86 -3.32 -6.03 0.50
O -3.27 -2.34 -5.19 -0.26
C -1.92 -4.34 -5.58 0.20
C -1.82 -5.50 -6.35 -0.90
C -0.93 -6.49 -5.99 -0.65
C -0.15 -6.33 -4.85 -0.87
C -0.24 -5.18 -4.08 0.77
C 0.68 -5.06 -2.89 -1.22
N 0.23 -4.19 -1.83 0.75
C -0.85 -4.28 -1.04 -0.21
N -0.83 -3.35 -0.12 -0.18
C 0.32 -2.67 -0.39 -0.55
N 0.99 -3.14 -1.42 -0.65
C -1.13 -4.18 -4.44 -0.06
H -5.69 2.38 -2.08 0.49
H -6.54 0.88 -1.73 0.30
H -2.88 1.97 -2.05 0.45
H -3.26 -0.96 0.88 0.56
H -6.69 2.65 -4.21 0.42
H -6.61 2.14 -6.63 0.39
H -5.38 0.14 -7.42 0.49
H -4.37 -0.83 -3.38 0.65
H -2.45 -5.60 -7.22 0.50
H -0.86 -7.39 -6.58 0.39
H 0.54 -7.11 -4.56 0.42
H 1.65 -4.67 -3.19 0.32
H 0.85 -6.06 -2.48 0.43
H -1.60 -5.05 -1.16 0.44
H 0.71 -1.88 0.24 0.37
H -1.21 -3.28 -3.85 0.74
N -2.22 -2.26 2.62 -0.46
C -1.10 -2.13 3.56 0.46
C -1.53 -1.50 4.88 -0.69
C -0.38 -0.74 5.55 -0.68
N 0.11 0.34 4.71 0.24
H -2.85 -2.99 2.93 0.18
H -1.84 -2.55 1.72 0.25
H -0.34 -1.51 3.08 -0.28
H -0.60 -3.09 3.76 0.31
H -1.92 -2.26 5.57 0.37
H -2.34 -0.80 4.68 0.17
H 0.43 -1.45 5.78 0.15
H -0.74 -0.35 6.51 0.42
H 1.03 0.13 4.33 -0.01
H 0.13 1.23 5.18 0.22
C 5.01 -0.85 -2.30 -0.88
N 3.72 -0.27 -2.63 0.10
C 2.97 -0.88 -3.71 -0.89
C 3.04 0.32 -1.65 0.06
N 2.44 0.82 -0.80 -0.22
H 5.69 -0.73 -3.15 0.33
H 4.91 -1.92 -2.06 0.32
H 5.43 -0.34 -1.44 0.21
H 3.49 -0.72 -4.66 0.35
H 1.98 -0.42 -3.76 0.34
H 2.84 -1.95 -3.54 0.18
C 4.08 -2.25 4.90 -2.16
C 4.10 -1.04 3.98 1.41
C 4.70 0.15 4.71 -2.07
O 2.74 -0.73 3.63 -0.62
B 2.37 -1.29 2.36 0.25
O 3.61 -1.79 1.83 -1.08
C 4.73 -1.34 2.60 1.90
C 5.79 -2.43 2.61 -2.01
C 5.29 -0.10 1.91 -1.60
H 3.47 -2.01 5.77 0.51
H 5.08 -2.52 5.25 0.32
H 3.63 -3.10 4.40 0.38
H 4.18 0.30 5.65 0.48
H 4.60 1.07 4.12 0.35
H 5.76 -0.01 4.93 0.33
H 5.38 -3.37 2.97 0.36
H 6.64 -2.15 3.24 0.33
H 6.16 -2.59 1.59 0.45
H 4.53 0.68 1.84 0.39
H 5.58 -0.37 0.89 0.13
H 6.17 0.30 2.42 0.32
```

As for the energy above the lowest of the compared OMol25 structures with the same formula, charge and spin: 21.8 kcal per mole. Its total charge is -1. The lowest unoccupied orbital energy comes out at 0.0506 hartree.

***

Entry 2:
DFT (ωB97M-V/def2-TZVPD) results for a cluster of 5 separate species, CH12O4S2 in total at a distorted geometry.

```
19
Properties=species:S:1:pos:R:3:nbo_charge:R:1
C 2.83 0.41 -0.40 -0.77
S 1.32 0.86 -1.30 0.11
S 1.71 -0.61 -2.90 -0.14
H 2.94 1.04 0.53 0.22
H 3.71 0.60 -1.02 0.23
H 2.83 -0.67 -0.14 0.23
H 1.54 -1.79 -2.30 0.12
H -1.94 2.79 1.75 0.49
H -1.53 1.17 1.77 0.52
O -2.14 1.90 1.35 -1.01
H 0.32 -0.75 1.51 0.49
H 0.88 0.64 1.63 0.46
O 0.30 -0.03 2.13 -0.95
H -0.99 -2.69 -0.69 0.46
H -1.46 -1.42 -0.23 0.49
O -1.11 -2.27 0.15 -0.96
H -2.60 0.70 -0.23 0.49
H -3.78 0.12 -0.83 0.47
O -2.85 -0.02 -0.79 -0.96
```

Its SMILES is CSS.O.O.O.O. As for the energy above the lowest of the compared OMol25 structures with the same formula, charge and spin: 22.2 kcal per mole. The lowest unoccupied orbital energy comes out at -0.0111 hartree.

***

Entry 3:
DFT (ωB97M-V/def2-TZVPD) results for a structure of composition C32H22Cl3FO4PRuS.

```
65
Properties=species:S:1:pos:R:3:nbo_charge:R:1
Ru -1.69 -0.50 0.90 0.91
Cl -4.98 -1.71 0.65 0.07
C -4.20 -3.09 -0.03 -0.05
C -4.93 -3.85 -0.93 -0.23
C -4.33 -4.92 -1.56 -0.15
C -3.01 -5.24 -1.32 -0.24
C -2.29 -4.48 -0.42 -0.04
Cl -0.62 -4.89 -0.17 0.04
C -2.87 -3.40 0.27 -0.23
S -1.93 -2.59 1.51 0.24
H -5.96 -3.58 -1.14 0.24
H -4.91 -5.52 -2.27 0.24
H -2.53 -6.07 -1.82 0.24
Cl -3.11 -0.48 -1.81 0.07
C -2.92 1.24 -2.01 0.02
C -3.91 1.96 -2.64 -0.22
C -3.73 3.33 -2.79 -0.15
C -2.59 3.95 -2.30 -0.22
C -1.61 3.21 -1.66 -0.11
C -1.77 1.84 -1.51 -0.45
P -0.56 0.76 -0.73 1.29
C 0.13 -0.24 -2.07 -0.42
C 0.54 0.45 -3.22 -0.18
C 1.05 -0.25 -4.30 -0.21
C 1.15 -1.63 -4.25 -0.17
C 0.73 -2.32 -3.12 -0.21
C 0.22 -1.63 -2.03 -0.11
C 0.72 1.78 0.00 -0.46
C 0.33 2.69 0.99 -0.12
C 1.29 3.47 1.62 -0.22
C 2.63 3.32 1.29 -0.17
C 3.02 2.41 0.32 -0.20
C 2.06 1.63 -0.33 -0.17
H -4.80 1.47 -3.01 0.24
H -4.49 3.92 -3.28 0.24
H -2.46 5.02 -2.42 0.23
H -0.71 3.69 -1.28 0.23
H 0.45 1.53 -3.27 0.22
H 1.37 0.29 -5.19 0.23
H 1.54 -2.18 -5.10 0.23
H 0.80 -3.40 -3.08 0.23
H -0.10 -2.18 -1.16 0.22
H -0.71 2.79 1.26 0.23
H 0.99 4.18 2.38 0.23
H 3.38 3.93 1.79 0.23
H 4.06 2.30 0.07 0.23
H 2.37 0.91 -1.08 0.23
F -3.11 0.70 1.07 -0.55
O -0.54 0.05 2.43 -0.57
C 0.52 -0.49 1.98 0.80
O 0.34 -1.14 0.90 -0.64
C 1.81 -0.33 2.63 -0.22
C 2.91 -0.98 2.09 -0.13
C 4.18 -0.83 2.65 -0.27
C 4.27 0.00 3.74 0.28
O 5.37 0.31 4.45 -0.46
C 4.96 1.22 5.48 0.23
O 3.55 1.40 5.35 -0.48
C 3.16 0.65 4.28 0.28
C 1.91 0.51 3.76 -0.22
H 2.78 -1.62 1.22 0.24
H 5.05 -1.33 2.25 0.24
H 5.46 2.17 5.34 0.17
H 5.19 0.78 6.45 0.18
H 1.05 1.01 4.17 0.25
```

As for the energy above the lowest of the compared OMol25 structures with the same formula, charge and spin: 2.8 kcal per mole. Its total charge is +1. The lowest unoccupied orbital energy (spin up / spin down) comes out at -0.1730 / -0.1730 hartree.

***

Entry 4:
DFT (ωB97M-V/def2-TZVPD) results for an isolated molecule of C3H6ClN at a distorted geometry.

```
11
Properties=species:S:1:pos:R:3:nbo_charge:R:1
C 0.53 0.02 0.99 -0.24
C -0.47 -0.39 -0.18 -0.22
C -0.54 -1.26 -1.17 -0.22
H 1.10 1.50 -0.48 0.36
H 0.35 2.21 0.70 0.36
H 1.39 -0.72 1.14 0.21
H -0.10 0.32 1.97 0.22
H -1.47 0.17 0.12 0.20
H 0.29 -1.96 -1.37 0.22
N 0.91 1.45 0.52 -0.85
Cl -1.99 -1.34 -2.25 -0.05
```

Its SMILES is NC/C=C/Cl. As for the energy above the lowest of the compared OMol25 structures with the same formula, charge and spin: 32.7 kcal per mole. The lowest unoccupied orbital energy comes out at 0.0351 hartree.

***

Entry 5:
DFT (ωB97M-V/def2-TZVPD) results for a structure of composition C3H6MgO4SYb at a distorted geometry.

```
16
Properties=species:S:1:pos:R:3:mulliken_charge:R:1
Mg -0.49 -1.62 -0.52 1.00
S -3.25 -0.86 -1.32 0.35
O -2.88 0.20 -0.11 -0.38
O -2.26 -2.14 -1.07 -0.55
O 0.09 0.09 -1.45 -0.71
C 1.38 0.36 -0.98 -0.18
C 1.36 1.01 0.43 -0.40
O 0.14 0.75 1.09 -0.42
C -0.05 -0.71 1.40 -0.86
Yb -1.44 1.34 -0.36 1.39
H 1.89 1.07 -1.66 0.33
H 1.98 -0.56 -0.94 0.21
H 1.42 2.11 0.35 0.25
H 2.20 0.65 1.04 0.35
H -0.93 -0.69 2.07 0.24
H 0.81 -0.98 2.02 0.39
```

Its spin multiplicity is 2. As for the expectation value of S²: 0.7756. Its total charge is +1. The lowest unoccupied orbital energy (spin up / spin down) comes out at -0.1780 / -0.2020 hartree.

***

Entry 6:
DFT (ωB97M-V/def2-TZVPD) results for the ion C7H19N2O with charge +1 at a distorted geometry.

```
29
Properties=species:S:1:pos:R:3:nbo_charge:R:1
C 0.38 2.21 -1.10 -0.67
C 1.28 -1.29 2.08 -0.40
C 0.92 -2.33 -0.33 -0.41
C -2.36 -0.03 -0.73 -0.42
C -1.24 1.32 1.06 -0.42
C 1.29 0.02 -0.07 -0.24
C 0.06 0.71 -0.81 0.43
N 0.76 -1.16 0.68 -0.39
N -1.07 0.37 -0.02 -0.52
O 0.06 0.04 -2.06 -0.78
H -0.58 2.72 -1.54 0.23
H 1.09 2.47 -1.81 0.24
H 0.86 2.69 -0.13 0.22
H 0.57 -0.61 2.62 0.23
H 1.23 -2.33 2.24 0.23
H 2.26 -0.95 2.26 0.24
H 0.35 -2.32 -1.26 0.26
H 2.03 -2.32 -0.49 0.22
H 0.65 -3.16 0.24 0.21
H -2.76 0.91 -1.26 0.20
H -2.00 -0.88 -1.30 0.23
H -3.18 -0.20 0.07 0.23
H -1.69 2.34 0.69 0.21
H -1.72 0.71 1.77 0.21
H -0.35 1.62 1.47 0.20
H 2.08 -0.29 -0.69 0.24
H 1.75 0.57 0.73 0.21
H -0.26 -1.13 0.55 0.48
H -0.39 0.30 -2.87 0.52
```

Its SMILES is CN(C)[C@](C)(O)C[NH+](C)C. As for the energy above the lowest of the compared OMol25 structures with the same formula, charge and spin: 102.1 kcal per mole. Its total charge is +1. The lowest unoccupied orbital energy comes out at -0.0924 hartree.

***

Entry 7:
DFT (ωB97M-V/def2-TZVPD) results for a structure of composition C33H34BaCl6GeO3S at a distorted geometry.

```
79
Properties=species:S:1:pos:R:3:mulliken_charge:R:1
Ba -7.28 19.12 4.81 1.90
Cl -11.24 19.41 3.93 -0.25
C -10.91 18.49 5.38 0.10
C -9.66 18.03 5.65 -1.21
C -9.37 17.18 6.68 0.53
Cl -7.82 16.49 6.83 -0.19
C -10.32 17.03 7.70 0.49
Cl -10.05 15.98 9.00 -0.25
C -11.53 17.76 7.61 -0.25
Cl -12.65 17.86 8.95 -0.23
C -11.81 18.45 6.42 0.41
Cl -13.30 19.35 6.28 -0.23
C -1.71 18.10 3.80 -1.28
Ge -3.08 17.65 5.17 0.33
C -2.78 19.15 6.39 -1.01
C -2.73 16.01 6.16 -1.33
C -4.87 17.49 4.51 -1.20
H -0.68 18.12 4.20 0.35
H -1.91 19.07 3.40 0.33
H -1.77 17.37 3.02 0.36
H -1.73 19.11 6.84 0.31
H -3.55 19.23 7.16 0.20
H -2.75 20.08 5.75 0.27
H -1.70 15.87 6.20 0.45
H -3.11 15.12 5.57 0.32
H -3.23 16.11 7.10 0.34
H -5.31 16.50 4.74 0.18
H -5.17 17.92 3.57 0.39
Cl -6.40 19.80 8.12 -0.17
C -7.50 21.12 7.80 0.51
C -8.65 21.29 8.51 -0.65
C -9.53 22.33 8.13 -0.61
C -9.23 23.23 7.09 -0.61
C -8.07 23.00 6.32 -0.17
C -7.22 21.96 6.70 1.36
C -6.07 21.79 5.97 -2.08
H -8.90 20.66 9.33 0.44
H -10.49 22.33 8.66 0.27
H -9.86 24.11 6.87 0.33
H -7.95 23.64 5.42 -0.18
H -5.22 21.22 6.32 0.43
H -5.93 22.49 5.21 0.28
O -7.67 21.22 3.00 -0.21
S -7.61 21.12 1.45 0.53
C -9.44 21.28 1.07 -1.24
C -9.80 21.41 -0.42 0.87
C -9.48 20.28 -1.22 -0.63
C -9.90 20.29 -2.56 -0.52
C -10.52 21.41 -3.13 -0.45
C -10.81 22.48 -2.35 -0.44
C -10.53 22.46 -0.97 -0.41
C -6.76 22.72 0.92 -1.09
C -7.58 23.88 1.42 -0.14
C -7.42 24.35 2.77 0.08
C -7.92 25.59 3.15 -0.69
C -8.97 26.13 2.39 -0.35
C -9.22 25.66 1.09 -0.82
C -8.48 24.52 0.62 -0.34
H -9.63 22.21 1.65 0.50
H -9.91 20.43 1.54 0.39
H -9.09 19.38 -0.77 0.33
H -9.62 19.47 -3.21 0.36
H -10.71 21.42 -4.22 0.32
H -11.12 23.40 -2.84 0.32
H -10.90 23.25 -0.35 0.50
H -6.80 22.63 -0.17 0.37
H -5.74 22.67 1.31 0.52
H -6.86 23.71 3.44 0.40
H -7.55 26.12 4.03 0.41
H -9.53 26.96 2.83 0.31
H -9.90 26.13 0.47 0.49
H -8.63 24.24 -0.40 0.62
C -6.69 17.16 -0.12 -0.67
O -6.64 18.65 0.02 -0.24
C -7.09 19.12 1.25 -0.15
O -7.18 18.41 2.25 -0.68
H -5.73 16.79 0.22 0.31
H -6.92 16.91 -1.20 0.20
H -7.47 16.77 0.56 0.28
```

As for the energy above the lowest of the compared OMol25 structures with the same formula, charge and spin: 31.0 kcal per mole. Its total charge is -2. The lowest unoccupied orbital energy comes out at 0.1454 hartree.

***

Entry 8:
DFT (ωB97M-V/def2-TZVPD) results for a cluster of 2 separate species, C3H8N2O in total at a distorted geometry.

```
14
Properties=species:S:1:pos:R:3:nbo_charge:R:1
C -0.57 0.43 1.11 -0.50
C -1.13 -0.33 0.08 -0.19
C -2.28 -0.66 -0.47 -0.39
H -0.10 -0.92 -0.44 0.30
H -0.35 1.48 0.92 0.24
H -0.76 0.14 2.14 0.23
H 0.89 0.08 0.97 0.28
H -3.21 -0.23 -0.12 0.20
H -2.33 -1.32 -1.32 0.20
N 2.02 0.90 -0.59 -0.69
N 1.75 -0.27 0.19 0.02
O 1.19 -1.19 -0.53 -0.44
H 2.96 1.22 -0.37 0.37
H 1.91 0.68 -1.57 0.37
```

As for the energy above the lowest of the compared OMol25 structures with the same formula, charge and spin: 157.7 kcal per mole. The lowest unoccupied orbital energy (spin up / spin down) comes out at -0.0055 / -0.0055 hartree.

***

| no. | E (Ha) | M (g/mol) |
| --- | --- | --- |
| 1 | -3031.06592 | 1058.817 |
| 2 | -1142.60549 | 152.237 |
| 3 | -3848.27530 | 759.992 |
| 4 | -632.77459 | 91.541 |
| 5 | -2175.60907 | 335.489 |
| 6 | -462.51482 | 147.242 |
| 7 | -6765.14024 | 933.355 |
| 8 | -303.64080 | 88.110 |